1.
DFT (wB97M-V/def2-TZVPD) results for a 2-piece molecular cluster, C5H8O overall.

## Properties
- net charge = 0
- SMILES string = C1=C2CC[C@H]12.O
- HOMO level (eV) = -8.6403
- relative energy (zero: lowest compared OMol25 entry of this formula, charge and spin) (eV) = 5.104
- Kohn-Sham gap (eV) = 9.50
- energy (Eh) = -270.3703

Positions of all 14 atoms, in Å:
C 0.534 0.618 -1.368
C 0.541 0.002 -0.213
C -0.069 -1.233 0.353
C -1.405 -0.653 -0.307
C -0.710 0.720 -0.498
H 0.835 0.370 -2.383
H -0.146 -1.220 1.443
H 0.350 -2.181 0.000
H -2.275 -0.668 0.358
H -1.629 -1.159 -1.254
H -1.071 1.644 -0.037
O 1.593 1.218 1.697
H 2.330 0.827 1.204
H 1.122 1.714 1.007

natural (NBO) charges in e: -0.27, 0.05, -0.42, -0.39, -0.28, 0.21, 0.23, 0.21, 0.21, 0.21, 0.20, -0.92, 0.47, 0.48

***

2.
DFT (wB97M-V/def2-TZVPD) results for C7H14HoOP as an isolated structure.

## Properties
- net charge = 0
- HOMO level (spin up / spin down) (eV) = -3.3325 / -6.2609
- Kohn-Sham gap (spin up / spin down) (eV) = 3.94 / 6.54
- energy (Eh) = -1639.5196
- 2S+1 = 5

Positions of all 24 atoms, in Å:
C 0.715 -0.932 -2.482
C -0.490 -0.559 -3.230
C -0.741 0.907 -3.026
C 0.302 1.441 -2.160
C 1.202 0.290 -1.726
Ho -0.854 -0.280 -0.952
P 0.033 -2.998 0.246
H 0.963 -2.031 -2.353
H -1.336 -1.209 -3.700
H -1.619 1.524 -3.451
H 2.071 0.431 -1.020
H 0.401 2.485 -1.848
H 1.303 -3.100 0.878
H 0.162 -4.377 -0.211
H -0.713 -3.410 1.415
C -0.190 1.450 3.528
C -0.024 1.641 2.018
O -0.422 0.430 1.222
H -1.184 1.054 3.768
H -0.128 2.457 3.974
H 0.597 0.821 3.934
H -0.596 2.441 1.638
H 1.021 1.830 1.725
H -0.472 -0.308 1.813

natural (NBO) charges in e: -0.41, -0.41, -0.39, -0.38, -0.47, 0.78, -0.06, 0.25, 0.26, 0.25, 0.25, 0.24, 0.01, 0.03, 0.03, -0.65, -0.05, -0.80, 0.23, 0.23, 0.22, 0.19, 0.18, 0.49

***

3.
DFT (wB97M-V/def2-TZVPD) results for C5H7LiO3Yb as an isolated structure.

## Properties
- net charge = +3
- HOMO level (spin up / spin down) (eV) = -18.4132 / -19.3433
- relative energy (zero: lowest compared OMol25 entry of this formula, charge and spin) (eV) = 1.728
- Kohn-Sham gap (spin up / spin down) (eV) = 5.78 / 6.69
- energy (Eh) = -1585.4642
- 2S+1 = 2

Positions of all 17 atoms, in Å:
C -3.956 -0.326 -0.848
C -4.411 -0.432 0.278
H -3.488 -0.570 -1.789
H -5.034 -0.733 1.107
H -1.532 -0.510 0.935
O -0.670 1.234 -0.522
Li -0.369 -2.732 -0.150
O -0.666 -0.784 0.408
C -0.061 0.230 -0.133
O 1.204 0.091 -0.390
C 2.168 0.071 0.622
C 3.535 0.379 0.173
H 1.953 -0.661 1.409
H 3.929 -0.442 -0.453
H 4.185 0.486 1.049
H 3.564 1.303 -0.420
Yb -0.351 3.397 -1.277

natural (NBO) charges in e: -0.30, -0.22, 0.24, 0.28, 0.59, -0.82, 0.99, -0.75, 1.09, -0.51, 0.16, -0.72, 0.18, 0.27, 0.29, 0.23, 1.96

***

4.
DFT (wB97M-V/def2-TZVPD) results for C11H30BCeF7N4O5PS as an isolated structure.

## Properties
- net charge = 0
- HOMO level (spin up / spin down) (eV) = -7.5300 / -7.5314
- relative energy (zero: lowest compared OMol25 entry of this formula, charge and spin) (eV) = 0.804
- Kohn-Sham gap (spin up / spin down) (eV) = 7.55 / 7.55
- energy (Eh) = -2971.3081
- 2S+1 = 2

Positions of all 61 atoms, in Å:
Ce 0.434 -0.055 0.745
N -1.655 -1.098 -0.749
C -1.622 -1.742 -2.066
C -0.227 -2.300 -2.358
N 0.847 -1.352 -2.073
C 1.193 -0.447 -3.161
C 0.340 0.817 -3.101
N 0.403 1.373 -1.750
H -2.539 -0.620 -0.623
H -1.603 -1.815 -0.033
H -2.335 -2.569 -2.150
H -1.900 -1.003 -2.817
H -0.061 -3.173 -1.730
H -0.207 -2.634 -3.404
H 1.659 -1.873 -1.773
H 2.242 -0.167 -3.050
H 1.067 -0.916 -4.145
H 0.683 1.520 -3.866
H -0.699 0.572 -3.320
H 1.288 1.855 -1.619
H -0.313 2.076 -1.627
F 0.582 -5.409 0.278
C -0.160 -4.548 0.958
F -1.188 -4.159 0.158
F -0.687 -5.176 2.009
S 0.803 -3.034 1.489
O 1.515 -3.452 2.648
O -0.313 -2.104 1.721
O 1.543 -2.674 0.300
F 0.294 4.278 1.648
B 1.075 3.142 1.752
F 0.302 2.060 2.349
F 2.228 3.346 2.452
F 1.344 2.634 0.428
C 2.635 -0.020 1.963
H 3.302 0.809 1.700
H 3.246 -0.931 1.939
H 2.393 0.140 3.026
C -1.909 3.687 -0.620
P -2.106 2.151 0.401
C -2.573 2.952 1.989
C -3.801 1.697 -0.197
H -2.619 4.449 -0.299
H -2.092 3.462 -1.675
H -0.903 4.089 -0.505
H -3.513 3.496 1.884
H -1.783 3.646 2.266
H -2.663 2.210 2.777
H -4.460 2.565 -0.171
H -4.224 0.917 0.439
H -3.754 1.330 -1.226
N -3.606 -2.263 4.590
C -2.509 -1.964 3.668
C -2.810 -0.694 2.868
O -4.044 -0.250 2.999
O -2.006 -0.135 2.156
H -3.821 -3.250 4.603
H -4.474 -0.885 3.621
H -3.377 -1.992 5.537
H -2.398 -2.758 2.930
H -1.534 -1.856 4.142

natural (NBO) charges in e: 1.45, -0.84, -0.22, -0.23, -0.62, -0.22, -0.22, -0.83, 0.39, 0.39, 0.19, 0.19, 0.22, 0.18, 0.40, 0.20, 0.18, 0.19, 0.18, 0.39, 0.39, -0.30, 0.71, -0.34, -0.31, 2.38, -0.88, -1.01, -0.92, -0.55, 1.37, -0.53, -0.52, -0.54, -1.31, 0.24, 0.22, 0.23, -0.95, 0.88, -0.92, -0.94, 0.23, 0.21, 0.26, 0.21, 0.27, 0.24, 0.23, 0.24, 0.22, -0.86, -0.35, 0.82, -0.66, -0.59, 0.39, 0.52, 0.38, 0.24, 0.24

***

5.
DFT (wB97M-V/def2-TZVPD) results for C19H14NNiO5S as an isolated structure.

## Properties
- net charge = +1
- HOMO level (spin up / spin down) (eV) = -12.2628 / -12.2558
- relative energy (zero: lowest compared OMol25 entry of this formula, charge and spin) (eV) = 0.005
- Kohn-Sham gap (spin up / spin down) (eV) = 8.26 / 8.00
- energy (Eh) = -3069.7216
- 2S+1 = 3

Positions of all 41 atoms, in Å:
Ni -2.175 0.042 -1.128
O -1.673 -3.563 -3.199
C -1.884 -2.525 -2.427
O -1.878 -1.366 -2.817
C -2.163 -2.844 -0.994
C -2.280 -4.074 -0.387
C -2.600 -4.086 0.975
C -2.802 -2.902 1.666
C -2.671 -1.705 0.971
N -2.346 -1.721 -0.308
C -2.867 -0.290 1.525
O -3.048 -0.149 2.712
O -2.797 0.636 0.618
H -1.520 -3.270 -4.112
H -2.138 -4.988 -0.946
H -2.701 -5.033 1.488
H -3.062 -2.878 2.715
O -0.634 1.109 -1.391
S -0.124 2.051 -0.261
C 1.336 2.750 -0.991
C 1.774 2.345 -2.239
C 2.919 2.934 -2.762
C 3.598 3.903 -2.039
C 3.137 4.301 -0.790
C 1.995 3.729 -0.258
C 0.580 0.973 0.953
C -0.022 0.988 2.205
C 0.452 0.125 3.184
C 1.509 -0.726 2.900
C 2.105 -0.726 1.641
C 1.644 0.129 0.656
H 1.230 1.594 -2.794
H 3.275 2.633 -3.738
H 4.487 4.359 -2.452
H 3.665 5.064 -0.233
H 1.623 4.038 0.712
H -0.860 1.644 2.407
H -0.013 0.121 4.160
H 1.882 -1.393 3.666
H 2.937 -1.386 1.434
H 2.109 0.152 -0.322

natural (NBO) charges in e: 1.53, -0.62, 0.80, -0.65, 0.06, -0.17, -0.14, -0.17, 0.13, -0.53, 0.74, -0.58, -0.84, 0.52, 0.26, 0.25, 0.27, -1.06, 1.28, -0.18, -0.24, -0.19, -0.18, -0.19, -0.23, -0.32, -0.19, -0.19, -0.17, -0.22, -0.14, 0.24, 0.23, 0.23, 0.23, 0.23, 0.25, 0.24, 0.23, 0.23, 0.23

***

6.
DFT (wB97M-V/def2-TZVPD) results for C34H32N4O4ReS4Sb as an isolated structure.

## Properties
- net charge = +1
- HOMO level (spin up / spin down) (eV) = -10.5713 / -10.5997
- relative energy (zero: lowest compared OMol25 entry of this formula, charge and spin) (eV) = 0.366
- Kohn-Sham gap (spin up / spin down) (eV) = 5.89 / 6.40
- energy (Eh) = -3745.9060
- 2S+1 = 2

Positions of all 80 atoms, in Å:
Re -1.867 2.084 0.322
S -2.173 1.853 2.525
C -0.618 1.256 3.072
C -0.501 0.629 4.314
C 0.730 0.166 4.735
C 0.835 -0.501 6.003
N 0.894 -1.044 7.012
C 1.868 0.341 3.918
C 1.755 0.965 2.691
C 0.508 1.428 2.264
S 0.335 2.268 0.737
C 3.151 -0.122 4.370
N 4.177 -0.492 4.729
H -1.371 0.499 4.943
H 2.628 1.081 2.060
C -3.650 -1.421 0.512
S -2.891 -0.310 -0.606
O -2.833 -0.882 -1.905
O -3.582 1.027 -0.520
O -1.552 0.047 0.010
H -4.642 -1.653 0.130
H -3.699 -0.945 1.489
H -3.024 -2.314 0.542
C 2.744 -5.178 -4.103
C 3.440 -4.758 -2.977
C 2.976 -3.686 -2.229
C 1.810 -3.020 -2.599
C 1.126 -3.442 -3.737
C 1.585 -4.520 -4.484
Sb 0.966 -1.399 -1.494
C 2.659 -0.928 -0.276
C 3.129 -1.762 0.740
C 4.262 -1.424 1.467
C 4.939 -0.241 1.195
C 4.485 0.596 0.185
C 3.351 0.251 -0.543
C -0.047 -2.629 -0.055
C -0.712 -3.778 -0.472
C -1.423 -4.557 0.437
C -1.469 -4.197 1.776
C -0.808 -3.051 2.203
C -0.111 -2.271 1.291
H 3.107 -6.016 -4.683
H 4.348 -5.267 -2.681
H 3.535 -3.369 -1.356
H 0.224 -2.927 -4.055
H 1.043 -4.839 -5.365
H 2.614 -2.689 0.964
H 4.616 -2.076 2.254
H 5.818 0.022 1.769
H 5.016 1.513 -0.041
H 3.010 0.915 -1.331
H -0.668 -4.088 -1.510
H -1.927 -5.453 0.098
H -2.007 -4.811 2.486
H -0.828 -2.772 3.250
H 0.396 -1.377 1.640
C -1.499 1.456 -4.237
S -1.026 2.766 -3.124
C 0.740 2.502 -3.135
O -1.489 2.231 -1.784
H -1.084 1.669 -5.222
H -2.585 1.441 -4.282
H -1.122 0.517 -3.831
H 1.117 2.734 -4.131
H 0.935 1.464 -2.865
H 1.177 3.184 -2.408
N -1.351 5.124 1.722
C -2.395 5.137 0.877
C -3.137 6.325 0.702
C -4.176 6.356 -0.180
C -4.497 5.203 -0.914
C -3.755 4.083 -0.704
N -2.718 4.020 0.184
H -1.138 5.942 2.262
H -0.793 4.297 1.853
H -2.857 7.198 1.275
H -4.744 7.267 -0.314
H -5.310 5.188 -1.623
H -3.963 3.163 -1.232

Mulliken charges in e: 1.26, -0.35, 0.55, -0.73, 0.57, -0.39, -0.47, 0.76, -0.75, -0.07, -0.34, -0.51, -0.51, 0.57, 0.88, -0.63, 1.26, -0.64, -0.68, -0.03, 0.45, 0.26, 0.06, -0.49, -0.70, -0.12, 0.31, -0.70, -0.66, 1.02, 0.29, 0.08, -0.92, -0.55, -0.72, -0.47, -0.17, -0.48, -0.80, -0.77, -0.72, 0.25, 0.39, 0.40, 0.37, 0.36, 0.41, 0.54, 0.48, 0.38, 0.41, 0.20, 0.43, 0.41, 0.40, 0.50, 0.43, -0.80, 0.25, -0.63, -0.15, 0.48, 0.36, 0.07, 0.58, -0.17, 0.31, -0.22, 1.12, -0.94, -0.26, -0.95, -0.35, -0.02, 0.24, -0.06, 0.39, 0.42, 0.45, 0.55

***

Q: The highest net charge belongs to which entry?
A: C5H7LiO3Yb

***

Q: Look up the energy of the sixth one.
A: -3745.9060 Eh